Entry from the OMol25 dataset: a molecular structure, C6H25CrN10O7 at a distorted geometry (wB97M-V/def2-TZVPD).

Computed properties:
expectation value of S² = 9.064
net charge = +2
spin multiplicity = 6
gap between HOMO and LUMO (alpha / beta) = 3.4568 / 3.6151 eV

```
49
Properties=species:S:1:pos:R:3:forces:R:3
Cr -2.581303 1.947418 1.643222 2.540 -0.821 -0.831
C 0.309248 0.394971 1.202096 0.458 0.716 0.696
O -0.623888 1.357185 0.770141 -2.370 0.175 1.015
H 0.194135 0.120813 2.250749 -0.449 -0.198 0.141
H 0.469513 -0.496225 0.595316 -0.664 0.010 -0.307
H 1.273724 0.896838 1.279764 0.389 0.066 -0.221
C -1.634094 1.835638 -3.222600 -1.667 -0.128 1.292
O -2.833527 1.989020 -3.012276 0.219 0.085 0.410
N -0.753433 1.468412 -2.284315 0.481 -0.982 2.886
N -1.028985 2.024356 -4.353155 0.255 0.530 -2.622
H -1.115372 1.424009 -1.342441 0.361 -0.326 -0.238
H 0.197681 1.182125 -2.467394 -0.398 0.399 -0.010
H -0.023287 1.933394 -4.333244 -0.389 0.601 -1.004
H -1.626293 2.531561 -4.990383 0.859 -0.120 -0.769
C -1.218097 -3.753204 -1.288369 -1.301 0.393 -1.741
O -0.517144 -4.193145 -2.210962 0.916 0.390 0.581
N -2.524376 -3.544674 -1.383832 -2.300 -0.336 -1.448
N -0.848368 -3.280627 -0.128542 3.171 1.297 3.537
H -3.001085 -3.095024 -0.615286 -0.148 -0.264 -0.559
H -2.980981 -3.560824 -2.284586 -0.046 -0.369 0.182
H 0.102267 -2.981073 0.034718 0.006 -0.770 0.048
H -1.513594 -2.854102 0.500470 0.155 -0.258 -0.272
C 1.565006 4.479576 0.286752 4.744 9.060 -3.479
O 2.325145 5.454413 0.095068 -0.573 -0.848 1.496
N 1.896230 3.398921 0.806168 2.686 -7.562 4.832
N 0.489640 4.389011 -0.370534 -6.700 -1.186 -2.570
H 1.137935 2.785070 1.067459 0.340 0.050 0.387
H 2.727630 3.356590 1.378070 -0.066 0.164 -0.059
H -0.019991 5.135740 -0.820826 0.492 -0.104 0.105
H 0.128659 3.446841 -0.324529 -1.039 0.511 -0.788
C -1.668428 -1.439259 5.038954 -1.919 2.275 1.179
O -1.839002 -0.254291 5.052207 -0.527 4.550 0.236
N -2.172352 -2.245495 5.879306 -0.904 -3.804 2.761
N -1.106500 -1.933902 4.008330 3.092 -1.899 -5.147
H -1.842067 -3.178657 5.678777 -0.839 -0.361 1.253
H -2.701023 -1.975554 6.696462 0.330 -0.144 -0.181
H -0.798897 -1.130763 3.478758 0.591 -0.918 -0.463
H -0.781779 -2.879824 3.867344 0.099 0.331 0.024
C 2.305878 -2.199957 -1.417396 1.073 -0.132 -0.101
O 2.227547 -3.442808 -1.315015 -0.747 -2.080 0.237
N 1.384993 -1.438844 -1.826708 -5.302 0.692 -1.314
N 3.351365 -1.534369 -1.123462 4.748 0.275 1.768
H 0.487862 -1.899639 -1.880829 -0.307 0.670 -0.761
H 1.541640 -0.442948 -1.887988 -0.292 -0.159 -0.437
H 4.164192 -2.041100 -0.803101 0.230 0.370 -0.091
H 3.363524 -0.526722 -1.191255 0.249 -0.133 -0.075
O 2.055635 1.293546 -1.830201 0.188 -0.719 0.066
H 1.663134 1.294824 -0.957180 -0.039 0.495 0.526
H 2.391287 2.182757 -1.943721 0.312 0.515 -0.171
```
Positions in Å, forces in eV/Å.